Entry 1:
The molecule C4H7NO. Source: OMol25; level of theory: the ωB97M-V functional and the def2-TZVPD basis.

Cartesian coordinates (Å):
H -1.403 -1.260 -0.548
H 0.351 0.494 1.530
C 0.125 -0.499 1.056
H 0.420 -1.255 1.792
H -2.045 -0.137 0.633
O 1.227 2.422 -1.787
C 1.046 1.642 -0.879
H 1.277 1.917 0.169
C 0.702 0.225 -1.121
N 0.633 -0.706 -0.259
C -1.342 -0.953 0.520
H -1.599 -1.855 1.067
H 0.594 -0.077 -2.161

The SMILES is CC/N=C\C=O. Its total energy is -7796.4567 eV. The calculation puts the HOMO energy at -0.3403 Ha.

Mulliken charges, unit e, in atom order: 0.302, 0.258, -0.295, 0.256, 0.278, -0.464, -0.027, 0.293, 0.062, -0.446, -0.890, 0.294, 0.377

=====

Entry 2:
A cluster of 2 separate species, C5H8O2 in total. Source: OMol25; level of theory: the ωB97M-V functional and the def2-TZVPD basis.

Cartesian coordinates (Å):
H 0.803 -1.549 2.114
C -0.722 -0.079 1.177
H -1.275 -0.118 -1.512
H -0.271 1.106 -2.990
O -0.221 1.562 -2.144
H 0.382 -1.785 -0.601
H -1.379 -0.875 0.804
O 2.638 0.418 0.486
H 0.036 1.873 0.414
C -0.511 0.978 0.124
H -1.193 0.322 2.082
C 1.712 -0.100 0.975
H 0.062 -1.838 -1.270
C -0.707 0.746 -1.171
C 0.647 -0.661 1.513

The SMILES is O=C=CC/C=C/O.[H][H]. Its total energy is -9406.8046 eV. The calculation puts the HOMO energy at -0.3230 Ha.

Mulliken charges, unit e, in atom order: 0.299, -0.391, 0.399, 0.328, -0.487, -0.033, 0.324, -0.398, 0.406, -0.525, 0.323, 0.832, 0.059, -0.222, -0.912

=====

Entry 3:
A cluster of 3 separate species, C6H16O3 in total. Source: OMol25; level of theory: the ωB97M-V functional and the def2-TZVPD basis.

Cartesian coordinates (Å):
C 0.938 2.309 0.417
H 0.958 3.143 1.130
C 1.251 -2.607 -0.488
H 2.292 -2.885 -0.631
O -2.059 -1.140 0.684
H 2.400 1.266 1.560
H -1.676 -2.066 -2.000
H 0.742 0.901 2.012
C 1.401 1.072 1.161
H -2.092 -0.624 -0.135
H -1.612 -1.459 -3.501
C -0.508 2.131 -0.082
H 2.048 0.102 -0.685
H -0.563 1.276 -0.761
H 1.552 2.590 -0.445
C 1.517 -0.147 0.222
H 0.836 -2.399 -1.486
H 0.496 -1.675 1.334
C 1.034 -1.365 0.447
H 0.627 -3.233 0.159
H -0.729 2.882 -0.855
O -1.443 2.094 0.956
O -1.123 -1.713 -2.715
H -1.166 -0.982 1.012
H -1.208 1.403 1.605

The SMILES is C/C=C/CCCO.O.O. Its total energy is -12622.4873 eV. The calculation puts the HOMO energy at -0.3487 Ha.

Mulliken charges, unit e, in atom order: -0.517, 0.287, -1.170, 0.322, -0.648, 0.284, 0.329, 0.354, -0.775, 0.330, 0.300, -0.350, 0.316, 0.086, 0.335, -0.420, 0.223, 0.861, -0.278, 0.285, 0.373, -0.511, -0.646, 0.284, 0.346

=====

One value per record, in order, for energy above the lowest of the compared OMol25 structures with the same formula, charge and spin: 3.188; 3.028; 1.202 eV.